No. 1
{"formula": "C16H16N4O3", "method": "ωB97M-V/def2-TZVPD", "mol_weight_da": 312.33, "de_lowest_kcal_mol": 19.5, "smiles": "O=C(O)c1nccnc1C(=O)N1CCN(c2ccccc2)CC1", "charge": 0, "e_tot_ha": -1064.07308, "homo_lumo_gap_ev": 7.7, "symbols": ["O", "C", "O", "H", "C", "N", "C", "C", "N", "C", "C", "O", "N", "C", "H", "C", "N", "C", "C", "C", "C", "C", "C", "H", "H", "H", "H", "H", "C", "H", "C", "H", "H", "H", "H", "H", "H", "H", "H"], "positions_angstrom": [[-1.53838, 2.57669, -2.74070], [-0.58813, 2.95582, -3.37593], [-0.65817, 3.44038, -4.60651], [-1.57453, 3.42608, -4.92821], [0.80531, 2.92337, -2.83950], [1.60169, 3.96481, -3.02025], [2.79683, 3.92497, -2.45643], [3.17460, 2.86288, -1.64332], [2.39833, 1.80186, -1.48929], [1.22428, 1.80100, -2.10628], [0.40857, 0.54124, -2.17013], [0.19686, 0.04897, -3.26616], [-0.04562, 0.02861, -1.01901], [0.20601, 0.54053, 0.30445], [0.75276, 1.48008, 0.25187], [1.00914, -0.50132, 1.10597], [0.30178, -1.76213, 1.14928], [-0.60441, -2.00792, 2.17774], [-1.84848, -2.60809, 1.96509], [-2.69027, -2.89352, 3.02433], [-2.32638, -2.58656, 4.32243], [-1.09222, -2.00030, 4.54946], [-0.24253, -1.72095, 3.49926], [0.72627, -1.29515, 3.71216], [-0.78232, -1.76625, 5.55771], [-2.98977, -2.80480, 5.14509], [-3.64743, -3.35400, 2.82592], [-2.18074, -2.85383, 0.96876], [0.04837, -2.24379, -0.19020], [-0.45545, -3.20858, -0.15193], [-0.75724, -1.23244, -1.01938], [-0.85993, -1.56145, -2.05419], [-1.74915, -1.07897, -0.58215], [1.02153, -2.38819, -0.67347], [1.18373, -0.12280, 2.11063], [1.97475, -0.65713, 0.61368], [-0.75667, 0.71361, 0.80166], [4.11320, 2.84781, -1.10742], [3.44380, 4.76946, -2.64499]]}

No. 2
{"formula": "C16H17Br3F6N2O5PS6SbTi", "method": "ωB97M-V/def2-TZVPD", "mol_weight_da": 1064.02, "de_lowest_kcal_mol": 0.0, "charge": 0, "e_tot_ha": -13247.22880, "homo_lumo_gap_ev": 6.4, "symbols": ["Ti", "Br", "C", "Br", "H", "H", "S", "Sb", "S", "S", "S", "O", "C", "C", "C", "N", "C", "Br", "C", "H", "H", "H", "H", "C", "P", "C", "C", "C", "C", "C", "C", "C", "H", "H", "H", "H", "H", "H", "H", "H", "H", "H", "H", "F", "C", "F", "F", "S", "O", "O", "N", "S", "O", "O", "C", "F", "F", "F"], "positions_angstrom": [[0.02181, 0.05220, 0.24372], [0.03687, 1.26464, -3.60994], [-0.16982, -0.36630, -4.60801], [1.10474, -1.73147, -4.15070], [-0.02877, -0.12044, -5.65304], [-1.16387, -0.74414, -4.40176], [-1.63652, -2.24569, 1.96286], [-3.55830, -0.65287, 1.64666], [-1.16353, -1.25179, -1.22126], [-2.24323, 0.33498, -0.56856], [-4.93380, -2.01376, 0.58955], [0.97561, -1.20546, 6.17350], [0.64242, -0.80455, 4.93676], [1.09114, 0.39654, 4.38228], [0.70626, 0.69317, 3.10245], [-0.08156, -0.10698, 2.35873], [-0.56338, -1.24514, 2.91711], [1.54191, -1.91690, 0.31501], [-0.20206, -1.62066, 4.19960], [1.52922, -0.54214, 6.59963], [1.72557, 1.08286, 4.92560], [1.03902, 1.61180, 2.64116], [-0.59426, -2.53265, 4.62346], [3.49795, 0.10430, -1.70333], [2.33899, 1.04431, -0.67037], [2.41515, 2.70974, -1.40947], [3.25149, 1.31478, 0.88849], [3.13021, 2.52727, 1.56800], [3.77482, 2.72511, 2.78024], [4.55222, 1.71253, 3.32446], [4.68288, 0.50500, 2.65345], [4.03344, 0.30401, 1.44622], [3.42431, -0.95875, -1.49316], [4.51240, 0.45725, -1.51543], [3.24164, 0.26918, -2.74944], [3.43772, 3.08237, -1.32837], [1.73984, 3.39863, -0.90949], [2.14039, 2.65668, -2.45978], [2.52072, 3.32766, 1.17034], [3.66592, 3.66969, 3.29430], [5.05960, 1.86656, 4.26775], [5.29474, -0.28409, 3.06893], [4.12817, -0.64923, 0.94336], [-1.16845, 3.76925, -1.37968], [-1.38003, 4.28603, -0.17184], [-2.66337, 4.56012, -0.03483], [-0.66177, 5.39535, -0.05355], [-0.86823, 3.04740, 1.14939], [0.00156, 2.12471, 0.36112], [-2.08642, 2.47790, 1.63701], [0.03695, 3.74968, 2.18217], [-0.73970, 4.56539, 3.37189], [-1.74716, 5.43696, 2.85566], [-0.98758, 3.74401, 4.51063], [0.68154, 5.64019, 3.83995], [1.68098, 4.91059, 4.34196], [0.25421, 6.48928, 4.77274], [1.14197, 6.32712, 2.80006]]}

No. 3
{"formula": "C16H17BrFN4O7S", "method": "ωB97M-V/def2-TZVPD", "mol_weight_da": 508.30, "charge": 1, "e_tot_ha": -4437.42959, "homo_lumo_gap_ev": 9.4, "symbols": ["O", "C", "F", "C", "C", "N", "C", "N", "S", "N", "Br", "N", "C", "C", "C", "C", "C", "C", "H", "H", "H", "H", "H", "H", "H", "H", "H", "C", "C", "O", "C", "O", "O", "H", "H", "H", "H", "C", "C", "O", "C", "O", "O", "H", "H", "H", "H"], "positions_angstrom": [[-5.60419, 2.79901, -0.61141], [-4.65419, 2.13762, -0.54895], [-3.49020, 2.52931, -1.04880], [-4.61471, 0.77749, 0.08915], [-3.30447, 0.08147, -0.00534], [-3.16889, -1.00289, -0.75620], [-1.89288, -1.36501, -0.63467], [-1.41957, -2.45435, -1.26596], [0.12592, -3.14237, -1.23163], [-1.22625, -0.52172, 0.17693], [0.49798, -0.37271, 0.79471], [-2.16580, 0.41796, 0.58027], [-1.92902, 1.51587, 1.48105], [-2.59498, 1.50684, 2.70099], [-2.39344, 2.54677, 3.59970], [-1.51348, 3.57033, 3.26654], [-0.85882, 3.57172, 2.04298], [-1.06436, 2.54354, 1.13484], [-4.92072, 0.89580, 1.12201], [-5.34408, 0.14714, -0.40199], [-2.10320, -2.92380, -1.83909], [0.75192, -2.47601, -2.22960], [-3.26047, 0.69591, 2.95077], [-2.91666, 2.53245, 4.53932], [-1.34976, 4.35598, 3.98427], [-0.17803, 4.36778, 1.79647], [-0.55955, 2.53648, 0.18423], [2.38049, -1.00452, -6.37480], [2.56984, -0.79358, -4.88638], [2.00993, -1.99502, -4.33779], [2.05998, -2.96366, -5.29701], [1.82474, -4.10722, -5.09553], [2.40811, -2.43148, -6.48636], [3.16980, -0.56208, -6.97579], [1.41371, -0.64383, -6.72948], [3.62154, -0.73486, -4.60244], [2.04646, 0.08016, -4.50622], [3.71495, -1.89637, 3.09440], [4.21910, -1.27314, 4.38063], [4.19096, 0.12904, 4.07399], [3.29897, 0.33177, 3.09023], [2.90670, 1.38848, 2.71281], [2.88233, -0.85102, 2.56749], [3.13745, -2.80335, 3.25080], [4.51647, -2.09773, 2.38285], [3.55422, -1.45859, 5.22506], [5.22615, -1.58363, 4.64296]]}

No. 4
{"formula": "C16H17Cl2F5HfO3", "method": "ωB97M-V/def2-TZVPD", "mol_weight_da": 601.70, "de_lowest_kcal_mol": 0.0, "charge": -2, "e_tot_ha": -2313.46692, "homo_lumo_gap_ev": 3.4, "symbols": ["C", "C", "C", "C", "C", "C", "C", "C", "C", "C", "Hf", "Cl", "Cl", "O", "H", "H", "H", "H", "H", "H", "H", "H", "H", "H", "H", "H", "H", "H", "H", "H", "O", "H", "F", "C", "C", "F", "C", "F", "C", "O", "C", "F", "C", "F"], "positions_angstrom": [[-0.70912, 0.92396, -2.76510], [-1.55368, -0.21449, -2.54262], [-0.72312, -1.32263, -2.19104], [-3.00060, -0.27902, -2.78973], [0.62617, -0.90435, -2.34875], [0.63871, 0.50176, -2.63702], [1.82266, 1.37004, -2.70413], [-1.19239, 2.29041, -3.02047], [-1.22060, -2.67169, -1.85010], [1.81021, -1.76956, -2.24324], [0.78314, 1.64043, 1.15319], [-1.20263, 0.62520, 0.47445], [0.56412, 3.96358, 0.72109], [1.82955, 0.18762, 0.39610], [-3.44745, 0.68398, -2.55079], [-3.48679, -1.01694, -2.15121], [-3.28237, -0.52660, -3.82781], [-2.01620, -2.65059, -1.09064], [-0.41369, -3.29290, -1.44652], [-1.64475, -3.20371, -2.72248], [1.67320, -2.56965, -1.50560], [2.69327, -1.16095, -2.03965], [1.99998, -2.27517, -3.20186], [2.67169, 0.85916, -2.22341], [1.66347, 2.35304, -2.21803], [2.18135, 1.58141, -3.72140], [-2.05899, 2.52460, -2.36844], [-1.54010, 2.43065, -4.06133], [-0.38882, 3.02715, -2.86480], [2.85406, 0.14304, 0.40909], [2.76261, 2.73425, -0.23824], [3.13158, 3.69491, -0.34985], [-1.01434, -2.41742, 6.94220], [-0.55577, -1.53120, 6.05008], [-0.26844, -0.21579, 6.38876], [-0.38321, 0.22144, 7.65970], [0.13070, 0.67058, 5.37771], [0.38584, 1.95199, 5.74116], [0.27397, 0.28023, 4.02659], [0.64871, 1.15371, 3.09160], [-0.01671, -1.07646, 3.73514], [0.17296, -1.52910, 2.46598], [-0.44829, -1.95395, 4.71182], [-0.74988, -3.23096, 4.32960]]}

No. 5
{"formula": "C16H17ClN2OS", "method": "ωB97M-V/def2-TZVPD", "mol_weight_da": 320.84, "de_lowest_kcal_mol": 3.5, "smiles": "O=C(c1csc(Cc2ccc(Cl)cc2)n1)N1CCCCC1", "charge": 0, "e_tot_ha": -1663.05844, "homo_lumo_gap_ev": 9.4, "symbols": ["O", "C", "N", "C", "H", "C", "C", "C", "C", "H", "H", "H", "H", "H", "H", "H", "H", "H", "C", "C", "S", "C", "N", "C", "C", "C", "C", "C", "C", "C", "H", "H", "Cl", "H", "H", "H", "H", "H"], "positions_angstrom": [[2.99895, 1.80582, -1.65032], [2.17713, 1.05223, -1.14641], [2.39559, -0.27353, -1.04163], [1.52631, -1.25624, -0.44590], [1.58236, -2.15625, -1.06741], [1.99615, -1.56621, 0.98425], [3.51621, -1.38512, 1.07710], [4.16790, -1.76897, -0.24911], [3.72187, -0.78392, -1.33798], [3.71931, -1.26824, -2.32191], [4.38979, 0.07925, -1.38659], [5.25439, -1.74399, -0.16366], [3.87894, -2.78878, -0.51070], [3.91904, -1.98990, 1.89018], [3.74993, -0.34021, 1.29015], [1.50139, -0.89118, 1.68257], [1.71687, -2.58935, 1.23985], [0.49828, -0.90004, -0.44498], [0.88759, 1.60882, -0.65757], [0.40196, 2.79139, -1.13958], [-1.04092, 3.23687, -0.33442], [-0.88245, 1.78242, 0.63788], [0.13978, 1.06800, 0.34463], [-1.91523, 1.40777, 1.64229], [-3.06489, 0.75728, 0.91255], [-2.99757, -0.58517, 0.56231], [-4.02266, -1.18264, -0.14738], [-5.12464, -0.42635, -0.51454], [-5.20517, 0.91597, -0.18167], [-4.17169, 1.50131, 0.52737], [-4.22984, 2.54909, 0.78282], [-6.06600, 1.49553, -0.47538], [-6.41258, -1.16648, -1.39892], [-3.97027, -2.22604, -0.41555], [-2.13350, -1.16685, 0.84755], [-2.25803, 2.29721, 2.17175], [-1.47053, 0.70723, 2.35027], [0.82622, 3.39928, -1.91190]]}

No. 6
{"formula": "C16H17ClN4S", "method": "ωB97M-V/def2-TZVPD", "mol_weight_da": 332.86, "de_lowest_kcal_mol": 49.5, "smiles": "N#CCN1C(=S)N=C(Nc2cccc(Cl)c2)C12CCCCC2", "charge": 0, "e_tot_ha": -1697.22624, "homo_lumo_gap_ev": 8.4, "symbols": ["N", "S", "Cl", "C", "N", "C", "C", "C", "C", "C", "C", "C", "C", "N", "N", "C", "C", "C", "C", "C", "C", "C", "H", "H", "H", "H", "H", "H", "H", "H", "H", "H", "H", "H", "H", "H", "H", "H", "H"], "positions_angstrom": [[-2.32703, 1.48661, 4.32642], [-0.67467, 4.09385, 0.27166], [6.19492, -0.36967, -2.14792], [-2.39303, 1.76939, 3.19908], [0.59662, 1.78375, -0.21502], [-0.35611, 2.47711, 0.44366], [0.36694, 0.48531, -0.12104], [2.80350, 0.89683, -3.90914], [4.14764, 0.39688, -3.71417], [1.77077, 0.73899, -2.97334], [3.43961, -0.18418, -1.47103], [4.50628, 0.01717, -2.44869], [2.09385, 0.08789, -1.80895], [1.17122, -0.30786, -0.88639], [-1.20375, 1.60605, 1.15718], [-2.51590, 2.02391, 1.81717], [-1.99078, -2.50887, 1.38489], [-2.63827, -1.54455, 0.55474], [-1.29068, -1.67817, 2.46332], [-1.67020, -0.63225, -0.11796], [-0.19151, -0.74090, 1.85297], [-0.76527, 0.16872, 0.80033], [2.50086, 1.34022, -4.88657], [4.89719, 0.42188, -4.57984], [0.83042, 1.11061, -3.23296], [3.64548, -0.75176, -0.58147], [1.05794, -1.30075, -0.73868], [-3.31286, 1.48392, 1.45791], [-2.76098, 3.08180, 1.61222], [-1.27663, -3.22319, 0.81696], [-2.69156, -3.19403, 1.88843], [-3.09254, -2.18677, -0.26033], [-3.36213, -0.92045, 1.11382], [-1.98853, -1.06433, 3.03064], [-0.85094, -2.29692, 3.35182], [-1.15757, -1.16656, -0.86259], [-2.25773, 0.11980, -0.74849], [0.51792, -1.39873, 1.50808], [0.22754, -0.12074, 2.65330]]}